(1)
This record from the Open Molecules 2025 dataset describes a structure of composition C29H30GeIrN6Te. The level of theory is wB97M-V/def2-TZVPD.

Energy   -3900.386464 hartree
⟨S²⟩   0.76
Net charge   +2
Multiplicity   2
LUMO (spin up / spin down)   -6.8 / -6.8 eV
E_HOMO (spin up / spin down)   -0.4985 / -0.5040 hartree

XYZ file:
```
68
Properties=species:S:1:pos:R:3:nbo_charge:R:1
Ir -0.28 -0.21 -0.31 0.639
N -2.71 2.26 -0.62 -0.766
C -1.55 2.65 -1.18 0.628
N -1.51 3.82 -1.79 -0.545
C -0.33 4.18 -2.29 0.616
N -0.24 5.32 -2.96 -0.708
N 0.82 3.46 -2.14 -0.504
C 0.68 2.31 -1.55 0.452
N -0.49 1.79 -1.10 -0.660
C 1.89 1.50 -1.31 0.144
C 3.14 1.92 -1.69 -0.174
C 4.23 1.12 -1.40 -0.099
C 4.04 -0.09 -0.76 -0.215
C 2.75 -0.47 -0.42 0.086
N 1.69 0.32 -0.68 -0.502
H -3.46 2.94 -0.62 0.436
H -2.70 1.55 0.09 0.410
H -1.06 5.89 -3.08 0.432
H 0.64 5.62 -3.33 0.429
H 3.24 2.88 -2.19 0.271
H 5.23 1.44 -1.68 0.255
H 4.86 -0.74 -0.52 0.260
H 2.53 -1.40 0.08 0.246
C -0.38 -0.56 1.47 -0.462
Ge -0.58 -2.31 2.48 1.561
C -0.44 -1.72 4.32 -0.507
C 0.69 -1.02 4.75 -0.152
C 0.80 -0.61 6.07 -0.222
C -0.21 -0.89 6.97 -0.174
C -1.34 -1.59 6.56 -0.197
C -1.45 -2.00 5.24 -0.191
C 0.92 -3.37 1.89 -0.400
C 1.22 -3.56 0.54 -0.266
C 2.29 -4.35 0.16 -0.209
C 3.09 -4.96 1.13 -0.188
C 2.81 -4.77 2.47 -0.178
C 1.73 -3.98 2.85 -0.221
C -2.33 -3.06 2.10 -0.517
C -2.45 -4.41 1.78 -0.160
C -3.71 -4.98 1.59 -0.207
C -4.85 -4.20 1.73 -0.183
C -4.74 -2.86 2.07 -0.209
C -3.48 -2.29 2.26 -0.223
H -0.20 0.35 2.07 0.189
H 1.50 -0.81 4.06 0.195
H 1.69 -0.07 6.40 0.228
H -0.13 -0.57 8.00 0.233
H -2.13 -1.81 7.26 0.232
H -2.33 -2.55 4.93 0.220
H 0.61 -3.09 -0.22 0.193
H 2.51 -4.51 -0.89 0.224
H 3.92 -5.58 0.83 0.235
H 3.42 -5.24 3.23 0.235
H 1.52 -3.84 3.91 0.233
H -1.57 -5.03 1.68 0.218
H -3.79 -6.03 1.34 0.234
H -5.82 -4.64 1.59 0.237
H -5.63 -2.26 2.20 0.233
H -3.41 -1.25 2.56 0.215
C -1.93 -3.25 -1.41 -0.861
Te -2.63 -1.29 -0.98 0.874
C -2.31 -0.56 -2.97 -0.882
H -1.18 -3.18 -2.19 0.239
H -2.78 -3.84 -1.75 0.258
H -1.53 -3.68 -0.50 0.254
H -3.15 -0.90 -3.58 0.260
H -1.38 -0.96 -3.36 0.237
H -2.30 0.53 -2.96 0.241
```

=====

(2)
This record from the Open Molecules 2025 dataset describes a cluster of 11 separate species, C28H66F6N3O16S8 in total at a distorted geometry. The level of theory is wB97M-V/def2-TZVPD.

Energy   -6259.158706 hartree
Net charge   -1
Multiplicity   1
LUMO   1.7 eV
E_HOMO   -0.2328 hartree

XYZ file:
```
127
Properties=species:S:1:pos:R:3:lowdin_charge:R:1
C -0.64 1.90 -1.87 -0.660
F -0.53 3.23 -2.01 0.126
F -1.59 1.53 -2.71 0.140
F 0.52 1.34 -2.15 0.109
S -1.18 1.55 -0.04 0.613
O -0.94 2.76 0.72 -0.317
O -2.58 1.23 -0.10 -0.331
N -0.33 0.19 0.41 -0.263
S 1.01 0.77 0.97 0.539
O 1.66 1.77 0.14 -0.307
O 1.05 1.06 2.38 -0.287
C 2.14 -0.71 0.73 -0.665
F 2.04 -1.50 1.80 0.127
F 1.85 -1.43 -0.36 0.097
F 3.39 -0.29 0.59 0.128
C 1.72 -1.88 6.51 -0.273
S 0.87 -2.20 4.95 0.798
O -0.05 -3.35 5.26 -0.558
C -0.16 -0.72 4.98 -0.267
H 1.01 -1.85 7.34 0.059
H 2.25 -0.94 6.36 0.042
H 2.50 -2.63 6.65 0.045
H -0.89 -0.91 5.77 0.063
H -0.64 -0.57 4.02 0.014
H 0.44 0.14 5.26 0.051
C -2.99 -2.49 1.15 -0.249
S -1.51 -3.00 2.10 0.800
O -1.97 -4.09 3.01 -0.535
C -0.71 -3.84 0.68 -0.238
H -3.31 -3.28 0.48 0.047
H -2.72 -1.64 0.52 0.032
H -3.77 -2.28 1.88 0.038
H -1.44 -4.53 0.27 0.046
H 0.10 -4.45 1.09 0.054
H -0.23 -3.15 -0.01 0.019
C 4.42 -3.70 -0.52 -0.260
S 3.59 -5.26 -0.90 0.831
O 2.92 -5.70 0.38 -0.565
C 2.24 -4.53 -1.89 -0.257
H 4.44 -2.99 -1.35 0.043
H 5.46 -3.91 -0.28 0.050
H 3.88 -3.22 0.30 0.041
H 2.72 -4.19 -2.81 0.050
H 1.81 -3.69 -1.33 0.022
H 1.50 -5.27 -2.18 0.044
C -4.06 4.23 -0.50 -0.230
S -3.92 6.06 -0.34 0.828
O -4.92 6.56 0.69 -0.581
C -2.30 6.20 0.47 -0.251
H -4.42 4.18 -1.53 0.040
H -4.88 3.93 0.14 0.045
H -3.11 3.72 -0.36 0.012
H -1.86 7.19 0.40 0.045
H -1.59 5.46 0.10 0.039
H -2.47 6.00 1.53 0.038
C 3.69 0.19 -3.19 -0.234
S 5.24 0.46 -2.25 0.817
O 6.12 -0.74 -2.48 -0.569
C 6.01 1.81 -3.18 -0.265
H 3.97 -0.03 -4.22 0.057
H 3.03 1.06 -3.15 0.031
H 3.22 -0.65 -2.68 0.028
H 5.42 2.72 -3.05 0.043
H 6.08 1.54 -4.23 0.053
H 7.01 2.01 -2.80 0.049
C -2.63 3.90 3.94 -0.247
S -1.88 2.24 3.95 0.826
O -1.88 1.76 5.37 -0.560
C -3.26 1.32 3.20 -0.241
H -1.84 4.64 4.09 0.048
H -3.37 3.97 4.73 0.058
H -3.05 4.14 2.96 0.032
H -3.98 1.14 4.00 0.063
H -2.91 0.34 2.88 0.039
H -3.62 1.88 2.35 0.027
C 1.13 4.23 -6.66 -0.338
O 0.41 3.88 -7.58 0.010
N 1.30 3.54 -5.52 -0.183
C 2.35 3.91 -4.58 -0.048
C 0.67 2.28 -5.29 -0.053
H 1.65 5.20 -6.69 0.131
H 1.98 3.92 -3.55 0.089
H 2.66 4.93 -4.80 0.083
H 3.19 3.22 -4.67 0.078
H -0.04 1.94 -6.04 0.097
H 1.36 1.43 -5.26 0.093
H 0.06 2.25 -4.39 0.062
C -6.56 -0.98 1.11 -0.341
O -7.36 -1.84 1.39 0.020
N -6.54 -0.25 -0.03 -0.193
C -5.66 0.90 -0.18 -0.064
C -7.51 -0.45 -1.06 -0.071
H -5.69 -0.69 1.73 0.125
H -5.28 0.88 -1.20 0.093
H -4.85 1.01 0.52 0.048
H -6.26 1.80 0.01 0.089
H -8.11 -1.35 -0.91 0.085
H -8.26 0.35 -1.16 0.091
H -7.06 -0.53 -2.05 0.088
O 5.78 1.29 4.34 0.085
C 4.63 1.19 3.97 -0.533
O 3.99 0.01 3.92 -0.030
C 4.67 -1.17 4.32 -0.218
C 5.62 -1.62 3.20 -0.050
C 3.82 2.30 3.38 0.033
H 3.91 -1.93 4.48 0.096
H 5.19 -0.99 5.26 0.123
H 5.97 -2.65 3.29 0.078
H 6.51 -0.99 3.17 0.074
H 5.08 -1.54 2.26 0.062
H 4.31 3.25 3.21 0.088
H 3.08 2.50 4.16 0.101
H 3.20 1.94 2.57 0.052
O -1.69 -2.31 -4.55 0.105
C -1.25 -2.50 -3.44 -0.539
O -1.48 -3.59 -2.74 -0.030
C -2.36 -4.63 -3.19 -0.203
C -1.66 -5.62 -4.10 -0.060
C -0.16 -1.67 -2.80 0.027
H -3.31 -4.23 -3.53 0.125
H -2.57 -5.16 -2.26 0.113
H -1.86 -5.35 -5.14 0.077
H -1.93 -6.65 -3.91 0.075
H -0.58 -5.61 -3.93 0.073
H -0.32 -1.53 -1.74 0.059
H -0.20 -0.72 -3.34 0.070
H 0.82 -2.09 -3.03 0.083
```

=====

(3)
This record from the Open Molecules 2025 dataset describes a cluster of 2 separate species, C3H8BrN in total at a distorted geometry. The level of theory is wB97M-V/def2-TZVPD.

Energy   -2747.773069 hartree
Net charge   0
Multiplicity   1
LUMO   0.4 eV
E_HOMO   -0.3538 hartree
SMILES string   C=CC.NBr

XYZ file:
```
13
Properties=species:S:1:pos:R:3:nbo_charge:R:1
C 0.21 0.85 -0.73 -0.428
C 0.88 -0.14 -0.16 -0.161
C 0.37 -1.48 0.32 -0.677
H 0.46 1.90 -1.05 0.212
H -0.77 0.60 -1.12 0.170
H 2.01 0.05 0.12 0.195
H -0.25 -2.14 -0.32 0.226
H 1.14 -2.22 0.55 0.219
H -0.25 -1.38 1.24 0.233
N -2.55 1.21 0.57 -0.815
Br -3.08 -0.43 -0.14 0.133
H -2.02 1.64 -0.08 0.348
H -3.35 1.69 0.52 0.345
```

=====

(4)
This record from the Open Molecules 2025 dataset describes a structure of composition C25H48BBeBrCl4F4MgN3O13PS2 at a distorted geometry. The level of theory is wB97M-V/def2-TZVPD.

Energy   -8314.727807 hartree
Net charge   0
Multiplicity   1
LUMO   -6.1 eV
E_HOMO   -0.2727 hartree

XYZ file:
```
104
Properties=species:S:1:pos:R:3:lowdin_charge:R:1
C -1.04 3.99 4.19 0.004
B -2.28 2.95 3.92 -0.431
O -2.88 2.92 2.61 0.046
S -2.83 1.90 5.37 0.654
O -1.77 2.02 6.45 -0.366
O -4.10 2.58 5.92 -0.345
N -3.28 0.30 4.96 -0.320
S -1.92 -0.67 4.62 0.629
O -2.45 -1.98 4.01 -0.406
O -0.96 -0.09 3.60 -0.414
C -0.99 -1.21 6.15 -0.201
C -1.67 -0.94 7.54 0.013
C -0.74 -1.44 8.73 -0.029
C 0.61 -2.07 8.31 -0.148
N 1.17 -2.33 7.03 -0.006
C 0.37 -1.90 5.92 -0.086
H -0.14 3.41 4.62 0.103
H -1.35 4.73 5.05 0.073
H -0.75 4.58 3.25 0.052
H -2.13 3.05 1.97 0.028
H -2.68 -0.44 7.68 0.107
H -1.05 -1.30 9.82 0.091
H 1.28 -2.38 9.20 0.098
H 0.78 -2.06 4.86 0.119
C -0.38 -3.66 -3.67 -0.094
C -1.16 -3.94 -2.39 -0.249
C -2.18 -2.87 -2.00 -0.170
C -1.78 -1.40 -2.11 -0.106
N -0.90 -0.76 -1.02 -0.158
C -1.73 0.17 -0.12 -0.155
C -2.42 -0.77 0.85 -0.225
C -1.40 -1.87 1.11 -0.151
C -0.34 -1.73 0.03 -0.074
C 0.27 0.00 -1.66 -0.106
C -0.10 1.30 -2.38 -0.295
C -0.86 1.18 -3.70 -0.110
H 0.22 -2.75 -3.59 0.061
H 0.32 -4.49 -3.87 0.052
H -1.05 -3.58 -4.53 0.088
H -0.46 -4.14 -1.58 0.091
H -1.70 -4.89 -2.52 0.112
H -2.60 -3.10 -1.01 0.105
H -3.03 -2.99 -2.69 0.127
H -2.70 -0.80 -2.15 0.072
H -1.28 -1.25 -3.06 0.094
H -1.03 0.82 0.41 0.119
H -2.42 0.77 -0.72 0.056
H -3.32 -1.19 0.40 -0.061
H -2.72 -0.26 1.77 0.107
H -1.88 -2.86 1.09 0.117
H -0.95 -1.77 2.10 0.080
H -0.01 -2.65 -0.43 0.107
H 0.54 -1.26 0.47 0.132
H 0.78 -0.70 -2.32 0.125
H 0.95 0.26 -0.85 0.127
H 0.85 1.80 -2.61 0.123
H -0.64 1.98 -1.71 -0.155
H -0.40 0.44 -4.36 0.076
H -0.85 2.14 -4.22 0.019
H -1.91 0.92 -3.54 0.073
Be -4.90 -0.27 -0.49 0.394
F -1.32 5.26 6.64 -0.294
Br -1.35 3.59 -0.71 0.117
C 2.61 9.32 -0.21 -0.057
C 3.25 8.58 0.95 -0.244
O 2.32 7.68 1.56 0.017
C 2.16 6.49 0.96 -0.357
O 2.73 6.15 -0.05 0.163
C 1.18 5.62 1.75 -0.517
F 0.09 6.31 2.14 0.142
F 1.75 5.14 2.88 0.144
F 0.74 4.56 1.06 0.041
H 1.69 9.83 0.12 0.084
H 3.29 10.07 -0.62 0.081
H 2.32 8.63 -1.00 0.079
H 3.55 9.30 1.72 0.095
H 4.16 8.05 0.64 0.122
O 4.90 8.31 3.16 -0.373
H 5.23 7.54 3.61 -0.176
C 0.69 -7.07 -4.89 -0.120
O 1.19 -8.04 -5.79 -0.211
P 2.62 -8.71 -5.49 0.400
O 2.98 -9.81 -6.41 -0.230
O 2.56 -9.11 -3.94 -0.219
C 1.78 -10.24 -3.59 -0.099
O 3.64 -7.47 -5.50 -0.221
C 4.26 -7.16 -6.73 -0.104
H -0.09 -7.52 -4.27 0.092
H 1.46 -6.66 -4.23 0.082
H 0.25 -6.25 -5.46 0.085
H 1.61 -10.90 -4.45 0.088
H 0.83 -9.91 -3.18 0.087
H 2.32 -10.80 -2.82 0.093
H 3.51 -6.94 -7.50 0.093
H 4.88 -8.01 -7.06 0.089
H 4.91 -6.30 -6.59 0.090
Mg 5.31 8.60 5.41 1.249
O -3.27 6.77 8.27 0.080
H -2.78 6.12 7.76 -0.059
C -0.79 3.89 -7.37 -2.023
Cl -1.48 2.26 -7.41 0.513
Cl 0.86 3.86 -8.03 0.509
Cl -1.80 4.99 -8.35 0.516
Cl -0.75 4.48 -5.69 0.536
```

=====

(5)
This record from the Open Molecules 2025 dataset describes a structure of composition C25H39AsCl2NO4PS5W at a distorted geometry. The level of theory is wB97M-V/def2-TZVPD.

Energy   -6887.504334 hartree
⟨S²⟩   2.03
Net charge   -2
Multiplicity   3
LUMO (spin up / spin down)   3.9 / 3.9 eV
E_HOMO (spin up / spin down)   -0.0082 / -0.0568 hartree

XYZ file:
```
79
Properties=species:S:1:pos:R:3:lowdin_spin:R:1
W -1.01 2.72 1.37 0.935
S -2.91 6.10 1.01 0.033
As -2.84 4.42 2.25 0.134
S -0.87 4.27 3.25 0.185
S -2.83 2.55 0.06 0.387
S -4.33 3.93 3.63 0.036
O -0.35 0.81 0.32 0.024
P 0.03 -0.46 -0.37 0.005
C -0.16 -0.08 -2.18 0.002
C 0.59 -0.92 -3.21 0.001
C -0.19 -2.13 -3.71 0.000
C -1.54 -1.68 -4.27 0.000
C -2.34 -0.94 -3.21 0.001
C -1.58 0.26 -2.65 0.012
C -0.88 -1.79 0.52 0.000
C -2.29 -1.35 0.98 0.001
C -3.47 -1.95 0.24 0.000
C -3.32 -3.46 0.04 0.000
C -2.01 -3.77 -0.68 0.000
C -0.81 -3.27 0.11 0.000
C 1.86 -0.71 -0.27 0.000
C 2.48 0.09 0.89 0.001
C 2.56 -0.67 2.20 0.000
C 3.25 -2.02 2.02 0.000
C 2.48 -2.86 1.00 0.000
C 2.43 -2.14 -0.34 0.000
H 0.36 0.89 -2.09 0.000
H 1.57 -1.23 -2.84 0.000
H 0.79 -0.27 -4.07 0.000
H -0.35 -2.83 -2.89 0.000
H 0.39 -2.66 -4.47 0.000
H -2.11 -2.54 -4.64 0.000
H -1.36 -1.03 -5.13 0.000
H -2.56 -1.63 -2.41 0.000
H -3.30 -0.60 -3.61 0.000
H -2.13 0.75 -1.84 0.017
H -1.47 1.01 -3.44 0.000
H -0.29 -1.67 1.44 0.000
H -2.36 -0.26 0.98 0.003
H -2.37 -1.63 2.03 0.000
H -3.62 -1.46 -0.73 0.000
H -4.38 -1.74 0.81 0.000
H -4.17 -3.87 -0.51 0.000
H -3.31 -3.95 1.02 0.000
H -2.04 -3.32 -1.67 0.000
H -1.91 -4.85 -0.83 0.000
H 0.11 -3.50 -0.43 0.000
H -0.77 -3.85 1.04 0.000
H 2.18 -0.21 -1.19 0.000
H 1.92 1.01 1.03 0.000
H 3.49 0.39 0.58 0.000
H 1.56 -0.82 2.60 0.000
H 3.09 -0.06 2.93 0.000
H 3.33 -2.55 2.97 0.000
H 4.27 -1.86 1.65 0.000
H 1.46 -3.01 1.38 0.000
H 2.93 -3.85 0.88 0.000
H 1.90 -2.74 -1.09 0.000
H 3.46 -2.05 -0.71 0.000
Cl -0.11 3.89 -2.40 0.009
C 1.38 4.20 -1.56 0.038
C 2.45 4.70 -2.27 0.002
C 3.68 4.91 -1.66 0.060
C 3.81 4.59 -0.30 0.001
C 2.74 4.10 0.41 0.037
Cl 2.96 3.70 2.09 0.010
C 1.44 3.89 -0.16 0.027
N 0.42 3.41 0.51 -0.001
H 2.31 4.91 -3.33 -0.002
H 4.52 5.31 -2.22 0.006
H 4.75 4.74 0.22 -0.002
C -0.88 1.41 5.24 0.004
S -0.77 0.74 3.59 0.002
O -0.67 -0.70 3.73 0.000
O -1.98 1.20 2.88 0.017
O 0.36 1.38 2.89 0.008
H -1.68 2.15 5.24 0.001
H 0.07 1.90 5.47 0.001
H -1.07 0.59 5.92 0.000
```

=====

(6)
This record from the Open Molecules 2025 dataset describes a structure of composition C4H11AlBrCl3LiN2O6PS2 at a distorted geometry. The level of theory is wB97M-V/def2-TZVPD.

Energy   -6061.752796 hartree
Net charge   0
Multiplicity   1
LUMO   -4.6 eV
E_HOMO   -0.2243 hartree

XYZ file:
```
32
Properties=species:S:1:pos:R:3:nbo_charge:R:1
O 3.05 0.64 1.47 -0.823
S 3.71 -0.24 2.56 1.864
O 5.27 -0.12 2.40 -0.771
N 3.32 -1.92 2.27 -0.951
S 1.61 -2.13 1.87 1.690
O 1.38 -3.68 1.83 -0.885
O 1.26 -1.60 0.45 -0.928
P 0.32 -1.13 3.28 0.863
O -0.40 0.31 2.55 -0.922
Cl -1.38 -2.34 3.79 -0.253
H 3.30 0.16 3.86 0.117
H 0.02 0.45 1.65 0.529
O -2.32 -0.83 0.81 -0.972
H -2.22 -1.28 -0.04 0.484
H -2.91 -0.09 0.62 0.534
C -0.65 0.25 -3.19 -0.654
C -1.70 1.29 -2.83 -0.454
C -1.13 2.46 -2.02 -0.540
C -0.54 1.95 -0.72 0.309
N -0.05 1.52 0.36 -0.407
H -0.21 -0.22 -2.30 0.156
H -1.09 -0.55 -3.79 0.283
H 0.16 0.70 -3.78 0.134
H -2.50 0.79 -2.25 0.278
H -2.16 1.67 -3.75 0.310
H -1.93 3.18 -1.80 0.326
H -0.36 2.97 -2.60 0.216
Li 1.09 1.10 -2.25 0.956
Al -1.31 -3.10 1.23 0.789
Cl -4.31 -1.36 0.72 -0.656
Br -4.21 1.84 -3.51 -0.875
Cl 6.89 -0.67 3.11 0.250
```

=====

(7)
This record from the Open Molecules 2025 dataset describes a cluster of 2 separate species, CH6N2 in total at a distorted geometry. The level of theory is wB97M-V/def2-TZVPD.

Energy   -151.158603 hartree
Net charge   0
Multiplicity   1
LUMO   1.0 eV
E_HOMO   -0.3639 hartree
SMILES string   C=N.N

XYZ file:
```
9
Properties=species:S:1:pos:R:3:nbo_charge:R:1
C -1.99 -1.34 0.44 -0.047
N -1.34 -0.26 0.21 -0.613
H -2.75 -1.73 -0.21 0.175
H -1.56 -1.89 1.29 0.148
H -0.86 0.11 1.03 0.336
N 2.41 1.10 -0.65 -1.049
H 2.49 2.10 -0.82 0.348
H 1.79 0.90 -1.44 0.353
H 1.80 1.02 0.16 0.349
```

=====

(8)
This record from the Open Molecules 2025 dataset describes a cluster of 2 separate species, C5H13N in total at a distorted geometry. The level of theory is wB97M-V/def2-TZVPD.

Energy   -252.514165 hartree
⟨S²⟩   0.75
Net charge   +1
Multiplicity   2
LUMO (spin up / spin down)   -7.7 / -7.7 eV
E_HOMO (spin up / spin down)   -0.4758 / -0.5119 hartree

XYZ file:
```
19
Properties=species:S:1:pos:R:3:nbo_charge:R:1
C -3.10 0.81 0.23 -0.517
C 0.81 0.17 0.91 -0.314
C 0.10 -0.29 -0.33 -0.331
C 1.23 -1.01 -1.17 -0.601
C -0.52 0.89 -1.10 0.006
N 1.94 -0.66 1.49 -0.486
H -2.86 0.55 1.26 0.248
H -3.54 1.81 0.05 0.254
H -3.65 0.06 -0.35 0.251
H -0.04 0.49 1.55 0.200
H -0.56 -1.11 -0.03 0.249
H 0.87 -1.40 -2.13 0.233
H 1.43 -1.97 -0.59 0.284
H 2.21 -0.45 -1.19 0.245
H 0.27 1.63 -1.13 0.251
H -0.76 0.62 -2.12 0.242
H -1.86 0.88 -0.21 0.125
H 2.10 -0.49 2.50 0.355
H 1.80 0.65 0.76 0.305
```

=====

(9)
This record from the Open Molecules 2025 dataset describes a cluster of 2 separate species, C4H6NO2 in total at a distorted geometry. The level of theory is wB97M-V/def2-TZVPD.

Energy   -361.103663 hartree
⟨S²⟩   2.01
Net charge   -1
Multiplicity   3
LUMO (spin up / spin down)   3.9 / 3.5 eV
E_HOMO (spin up / spin down)   -0.1172 / -0.1501 hartree

XYZ file:
```
13
Properties=species:S:1:pos:R:3:nbo_charge:R:1
C 0.70 2.57 0.49 0.785
C 0.36 -1.72 -0.46 -0.471
C -1.11 -1.62 -0.40 -0.497
C -0.25 -0.43 -0.61 -0.045
N 0.71 1.33 1.09 -0.651
O 0.68 3.35 1.47 -0.681
O 0.86 2.76 -0.68 -0.745
H 0.95 -1.84 0.56 0.206
H 0.86 -2.07 -1.25 0.193
H -1.74 -1.94 -1.18 0.191
H -1.61 -1.80 0.58 0.196
H -0.29 0.29 -1.40 0.204
H -0.10 1.11 1.79 0.317
```